Entry 1:
C42H72N3OP4ReSi as an isolated structure, computed with ωB97M-V/def2-TZVPD.

Geometry as XYZ:
```
124
Properties=species:S:1:pos:R:3:forces:R:3:mulliken_spin:R:1
Re 0.11663 -0.23244 0.37689 0.41 0.09 0.13 0.01
C 1.75543 -4.13222 0.17291 0.00 -0.01 0.03 0.00
C 2.35501 -2.96596 -0.61898 0.05 0.00 -0.07 0.00
C 3.16384 -3.54877 -1.78493 0.00 0.00 0.01 0.00
P 1.02429 -1.79805 -1.16966 0.12 -0.17 -0.12 0.00
C 1.78091 -0.65080 -2.42546 -0.01 0.07 0.03 0.00
C 1.80710 -1.07290 -3.89385 -0.01 -0.01 -0.01 0.00
C 3.15335 -0.15201 -1.95710 0.01 0.00 0.00 0.00
C -0.18380 -2.91927 -1.92497 -0.08 0.10 0.10 0.00
C -0.01370 -3.62153 -3.11821 0.00 -0.03 -0.01 0.00
C -0.99047 -4.51844 -3.52439 0.01 0.00 -0.01 0.00
C -2.12341 -4.72160 -2.74642 -0.01 0.00 0.00 0.00
C -2.28060 -4.03217 -1.55280 -0.04 -0.02 -0.01 0.00
C -1.31156 -3.12783 -1.12324 0.07 0.08 0.01 0.00
Si -1.39022 -2.16389 0.49293 -0.34 -0.36 -0.03 0.00
C -1.17399 -3.30817 1.96633 0.09 0.18 -0.04 0.00
C -1.73374 -4.57033 2.15267 -0.01 -0.04 0.05 0.00
C -1.69809 -5.16755 3.40426 0.02 0.03 0.04 0.00
C -1.12802 -4.50312 4.48918 -0.03 -0.01 -0.06 0.00
C -0.54204 -3.25991 4.31592 0.00 -0.06 0.00 0.00
C -0.54504 -2.68607 3.04440 0.03 -0.02 -0.13 0.00
P 0.33579 -1.18266 2.59370 -0.25 0.27 0.00 0.00
C 2.12411 -1.61398 2.71697 -0.05 -0.13 0.05 0.00
C 2.62713 -1.86051 4.13783 0.05 0.04 -0.02 0.00
C 2.99153 -0.60040 1.97805 -0.03 -0.03 0.07 0.00
C -0.06374 0.01640 3.92901 -0.04 -0.05 0.00 0.00
C -1.55494 0.33017 3.81369 -0.02 0.00 -0.06 0.00
C 0.80013 1.27309 3.88393 -0.01 0.01 -0.03 0.00
C -3.18701 -1.60539 0.64013 0.10 0.14 -0.06 0.00
C -4.23853 -2.34818 1.17594 0.02 -0.03 0.01 0.00
C -5.54521 -1.89920 1.06829 -0.04 0.02 0.00 0.00
C -5.82636 -0.70459 0.41335 0.00 -0.02 0.02 0.00
C -4.79701 0.05290 -0.11702 0.03 -0.05 0.00 0.00
C -3.48037 -0.39331 0.01349 0.04 -0.06 0.05 0.00
P -2.03174 0.47625 -0.61755 0.02 0.04 -0.06 0.00
C -2.36845 2.30479 -0.40201 0.01 -0.02 -0.01 -0.01
C -2.95794 2.62289 0.97502 -0.03 -0.01 -0.02 0.00
C -3.24911 2.97837 -1.46371 0.00 0.01 0.00 0.00
C -1.93612 0.14447 -2.44756 -0.12 -0.08 0.02 0.00
C -1.11129 1.15926 -3.24516 0.04 -0.02 0.00 0.00
C -3.30174 -0.09389 -3.09977 0.01 0.03 0.01 0.00
H 2.55001 -4.66055 0.70251 0.01 0.00 -0.01 0.00
H 1.28467 -4.84358 -0.50683 -0.01 0.01 0.00 0.00
H 0.99970 -3.83820 0.89852 0.02 0.03 0.05 0.00
H 3.03379 -2.39005 0.01489 -0.03 0.04 0.02 0.00
H 2.53909 -4.18513 -2.41072 0.00 0.00 0.00 0.00
H 3.95206 -4.18063 -1.37311 -0.01 -0.02 0.00 0.00
H 3.64227 -2.80332 -2.41364 0.00 -0.04 0.00 0.00
H 1.10966 0.21204 -2.36732 -0.05 0.00 0.00 0.00
H 2.48095 -1.90814 -4.07811 0.01 -0.01 0.01 0.00
H 2.16288 -0.23335 -4.49511 0.02 0.00 0.00 0.00
H 0.81831 -1.34345 -4.26039 0.00 0.02 0.00 0.00
H 3.92471 -0.91533 -2.03898 -0.02 0.04 0.01 0.00
H 3.13928 0.19866 -0.92338 0.00 0.02 0.01 0.00
H 3.46498 0.68082 -2.59045 0.01 -0.03 -0.01 0.00
H 0.86031 -3.48429 -3.73725 -0.01 -0.02 0.01 0.00
H -0.86889 -5.05826 -4.45386 0.00 -0.01 0.00 0.00
H -2.88351 -5.41769 -3.07566 0.00 0.00 0.00 0.00
H -3.17565 -4.19355 -0.96236 -0.01 0.01 0.01 0.00
H -2.20080 -5.09268 1.32569 -0.01 0.00 -0.01 0.00
H -2.13231 -6.14820 3.54760 0.00 0.00 0.00 0.00
H -1.13501 -4.96366 5.46775 0.00 0.00 0.00 0.00
H -0.09508 -2.76014 5.16548 0.02 0.00 0.01 0.00
H 2.17434 -2.56250 2.17961 -0.02 -0.02 -0.03 0.00
H 2.55360 -0.97062 4.76529 -0.01 -0.02 -0.01 0.00
H 3.68051 -2.14404 4.09562 0.00 0.00 0.01 0.00
H 2.09604 -2.67562 4.62278 -0.02 -0.02 0.01 0.00
H 3.18227 0.27892 2.59043 -0.05 -0.03 0.01 0.00
H 2.53015 -0.27081 1.03162 0.02 0.04 -0.10 0.00
H 3.95922 -1.03710 1.72455 0.01 0.02 -0.04 0.00
H 0.11403 -0.49807 4.87741 0.05 -0.03 -0.02 0.00
H -1.77534 0.70705 2.81183 -0.08 0.02 0.01 0.00
H -1.85852 1.08151 4.54320 0.02 0.00 0.02 0.00
H -2.17385 -0.55605 3.95803 0.03 0.00 0.03 0.00
H 0.77405 1.73314 2.88891 0.00 -0.03 0.02 0.00
H 1.84277 1.07320 4.12720 0.00 -0.02 0.02 0.00
H 0.43096 2.00298 4.60594 -0.01 0.02 -0.02 0.00
H -4.04250 -3.28117 1.69015 0.02 -0.01 -0.01 0.00
H -6.35293 -2.48070 1.49281 0.00 0.00 0.00 0.00
H -6.84895 -0.36431 0.32178 0.00 0.00 0.00 0.00
H -5.03520 0.97424 -0.62636 -0.01 0.02 -0.02 0.00
H -1.36770 2.74636 -0.47669 0.01 0.00 0.02 0.01
H -3.95855 2.20519 1.07126 0.02 -0.01 0.02 0.00
H -3.05892 3.70469 1.08606 -0.01 0.00 0.01 0.00
H -2.37299 2.24686 1.81040 0.07 -0.02 0.02 0.00
H -4.27665 2.62628 -1.42381 -0.02 0.00 0.00 0.00
H -2.89522 2.85702 -2.48131 -0.01 0.00 0.05 0.00
H -3.28560 4.04957 -1.25090 0.00 0.01 0.00 0.00
H -1.41462 -0.81465 -2.46853 0.04 -0.02 0.00 0.00
H -1.73576 1.95872 -3.63853 0.02 -0.03 -0.01 0.00
H -0.66394 0.66356 -4.10777 0.03 0.00 0.00 0.00
H -0.30720 1.61431 -2.66175 -0.01 -0.03 0.01 0.00
H -3.94046 0.78855 -3.05502 0.00 -0.01 0.00 0.00
H -3.83063 -0.92652 -2.64032 0.00 -0.01 0.00 0.00
H -3.14710 -0.33507 -4.15289 0.00 0.00 0.00 0.00
C 3.58328 2.69471 1.23797 -0.08 0.03 0.04 -0.01
N 3.09840 3.41481 0.05726 0.17 0.06 -0.01 0.23
C 3.94347 4.55288 -0.32618 0.02 0.05 -0.01 -0.02
P 1.61245 3.14430 -0.54592 -0.34 -0.06 -0.26 -0.05
O 1.04561 1.81468 -0.17180 -0.09 0.17 0.34 -0.01
N 1.56190 3.63083 -2.07898 0.07 0.14 0.11 -0.01
C 0.35000 4.18728 -2.70051 0.01 0.03 -0.01 0.01
C 2.68687 3.45951 -3.01468 -0.04 -0.13 -0.01 0.00
N 0.68638 4.38100 0.30808 0.17 -0.16 -0.19 0.71
C 0.91624 5.78577 0.03836 0.05 0.06 0.01 -0.02
C -0.04967 4.09567 1.51573 0.04 -0.01 0.06 -0.02
H 4.52648 2.20250 0.99758 0.00 0.00 -0.01 0.01
H 2.85546 1.95200 1.53928 -0.02 0.01 0.00 0.00
H 3.75112 3.39634 2.05725 0.02 0.01 -0.01 0.01
H 4.97602 4.20974 -0.38854 0.01 -0.01 0.00 0.01
H 3.89223 5.33757 0.43233 0.01 -0.01 0.02 0.01
H 3.65520 4.95956 -1.28947 -0.02 0.03 0.05 0.00
H -0.50110 4.14313 -2.02155 -0.01 0.02 0.01 -0.01
H 0.10160 3.60717 -3.58714 0.00 0.02 0.00 0.00
H 0.52139 5.22250 -2.99968 0.01 0.01 0.02 0.00
H 3.51509 2.94493 -2.53342 0.01 0.04 -0.02 0.00
H 3.02281 4.43062 -3.37975 -0.01 0.00 -0.02 0.00
H 2.35307 2.86245 -3.86323 0.02 -0.02 0.00 0.00
H 1.42585 5.92922 -0.90693 -0.01 0.00 -0.03 0.00
H 1.51255 6.21822 0.85096 -0.01 -0.01 0.00 0.04
H -0.04371 6.30894 0.03742 -0.01 -0.02 -0.03 0.03
H -0.17744 3.02847 1.64377 -0.02 0.01 -0.02 -0.01
H -1.02619 4.58307 1.44600 0.00 0.01 0.00 0.04
H 0.46693 4.53241 2.37746 0.02 -0.01 0.00 0.04
```
Forces are in eV/Å.

## Properties
* E: -3615.5049 Eh
* energy relative to the best compared isomer or geometry (same formula, charge and spin): 47.5 kJ/mol
* 2S+1: 2
* charge: +3
* E_HOMO (alpha / beta): -15.596 / -15.596 eV

Entry 2:
A 7-piece molecular cluster, C21H48N6O7 overall, computed with ωB97M-V/def2-TZVPD.

Geometry as XYZ:
```
82
Properties=species:S:1:pos:R:3:forces:R:3:mulliken_charge:R:1
C -22.01895 15.37867 -12.59013 -1.16 1.05 1.61 -0.84
N -21.72861 16.71123 -13.05565 -1.07 0.84 -0.70 0.09
C -21.35598 16.72667 -14.48980 0.38 0.77 1.26 -0.95
C -21.81764 17.89746 -12.30872 1.17 0.78 -3.10 0.26
O -21.53811 19.03446 -12.80230 -1.07 -3.48 1.88 -0.65
H -22.38755 15.52125 -11.57430 0.69 -0.41 0.60 0.25
H -21.15879 14.71208 -12.65235 -0.18 -0.06 0.01 0.29
H -22.94538 14.98508 -13.00834 0.36 -0.28 -0.89 0.34
H -21.67843 17.69000 -14.88496 0.92 0.14 -0.07 0.30
H -20.29748 16.50148 -14.35953 0.39 0.64 -1.33 0.33
H -21.78057 15.98058 -15.16149 -0.47 -0.40 0.78 0.33
H -22.12105 17.66687 -11.27578 0.08 0.43 -0.02 0.25
C -19.18180 22.48961 -8.46682 0.45 0.52 0.26 -0.92
N -17.99810 23.30985 -8.68824 0.00 0.72 1.05 0.11
C -18.00765 24.64227 -8.03074 -0.25 -0.70 -0.58 -0.87
C -17.05679 22.86481 -9.57683 -2.59 0.13 0.61 0.20
O -16.36270 23.56138 -10.24996 1.61 0.39 -0.45 -0.58
H -18.94436 21.42900 -8.54919 -0.05 0.02 0.03 0.31
H -19.94915 22.75119 -9.19542 -0.21 -0.11 0.02 0.26
H -19.54311 22.72286 -7.46525 -0.19 -0.30 0.01 0.30
H -18.15650 24.51775 -6.95815 0.49 -0.26 0.17 0.31
H -17.09395 25.19306 -8.25405 -0.12 -0.18 0.01 0.31
H -18.88319 25.23374 -8.29848 0.02 0.09 -0.61 0.32
H -17.24030 21.78132 -9.64451 0.80 -0.32 -0.55 0.26
C -22.74445 25.44194 -4.50733 2.47 0.35 0.80 -0.89
N -23.98811 25.65969 -5.12850 -1.19 0.70 0.64 0.12
C -24.26392 26.98965 -5.71035 -0.19 -0.77 -0.86 -0.93
C -24.88945 24.65061 -5.22220 -1.85 1.08 -1.17 0.21
O -25.96713 24.75865 -5.83019 1.80 -0.64 1.25 -0.60
H -21.87521 25.63011 -5.13750 -0.10 -0.30 -0.98 0.31
H -22.56324 24.45745 -4.07598 -0.64 -0.18 -0.24 0.27
H -22.43699 26.13224 -3.72180 -0.98 0.34 0.54 0.35
H -23.59807 26.99119 -6.57334 -0.15 0.86 -0.18 0.34
H -25.29991 27.08621 -6.03517 0.10 -0.79 -0.28 0.28
H -24.18955 27.89354 -5.10575 0.91 -0.50 0.68 0.31
H -24.55026 23.75830 -4.67362 -0.18 -0.16 -0.22 0.23
C -24.25678 17.01626 -5.52963 -0.76 0.40 0.55 -0.94
N -22.91768 17.24444 -6.01546 -1.17 -2.14 -0.35 0.15
C -22.34114 18.55347 -5.89105 1.20 0.12 -0.71 -0.90
C -22.34238 16.25705 -6.81064 2.11 2.51 1.09 0.10
O -21.26603 16.51316 -7.34911 -1.03 -0.90 -0.19 -0.59
H -24.98754 17.66100 -6.01791 -0.09 -0.08 -0.42 0.34
H -24.39801 17.25562 -4.47565 0.51 0.06 0.25 0.31
H -24.57885 15.97820 -5.61198 0.25 0.01 -0.36 0.30
H -22.38974 19.13210 -6.81351 -0.56 0.11 -0.17 0.31
H -22.73669 19.14468 -5.06515 -0.16 -0.41 -0.01 0.31
H -21.26209 18.42995 -5.79901 0.06 -0.04 0.46 0.30
H -22.77402 15.24519 -6.76551 -0.37 0.35 -0.15 0.32
C -15.38695 22.03529 -15.45029 -1.95 2.16 -0.28 -1.00
N -14.09205 21.58393 -15.21057 -0.04 -2.25 -0.57 0.11
C -13.89713 20.24480 -15.72138 1.33 -0.60 0.85 -0.99
C -13.08363 22.26366 -14.72948 1.48 2.12 1.66 0.12
O -11.93484 21.90627 -14.54786 0.15 -0.94 -0.52 -0.59
H -15.41907 22.33167 -16.49873 -0.73 -0.13 -0.22 0.40
H -15.70810 22.90598 -14.87856 0.74 0.39 0.15 0.31
H -16.20886 21.37165 -15.18168 0.45 -0.75 -0.30 0.34
H -13.96449 19.56860 -14.86915 -0.81 -0.45 -0.16 0.29
H -14.57856 20.03418 -16.54563 0.12 -0.10 0.23 0.37
H -12.85109 20.07305 -15.97514 -0.01 0.44 -0.58 0.35
H -13.30460 23.28439 -14.38095 -0.72 0.11 -0.25 0.29
C -20.66248 25.06110 -13.00651 -0.52 0.55 1.08 -0.91
N -21.41381 26.08114 -12.17988 0.45 -1.29 -1.09 0.13
C -20.90339 27.46788 -12.19908 -0.02 -0.92 0.83 -0.90
C -22.57552 25.63179 -11.63677 -1.34 2.95 0.72 0.13
O -23.42056 26.39100 -11.11165 1.64 -1.90 -0.82 -0.62
H -21.06285 24.91816 -14.01020 0.08 0.52 -0.14 0.30
H -20.77790 24.08669 -12.53185 0.13 0.04 0.16 0.31
H -19.60100 25.30857 -13.01764 -0.13 0.05 -0.13 0.31
H -19.86847 27.33294 -11.88469 0.31 0.45 -0.60 0.35
H -21.03008 27.96296 -13.16185 0.19 -0.17 -0.04 0.30
H -21.31289 28.11074 -11.41988 -0.60 -0.41 -0.09 0.31
H -22.69189 24.54198 -11.74157 -0.16 0.11 0.16 0.30
C -14.96277 17.80196 -7.26551 0.73 -1.00 -0.24 -1.04
C -14.88293 18.49502 -5.90998 0.90 -0.51 -0.58 0.78
C -16.12760 19.11881 -5.35165 0.04 0.11 -0.03 -0.89
O -13.81731 18.47466 -5.33618 -0.39 0.33 0.36 -0.54
H -15.05308 18.41494 -8.16228 -0.77 0.28 0.30 0.29
H -15.63196 16.94198 -7.23857 -0.82 0.47 -0.15 0.30
H -14.03509 17.26750 -7.47009 0.47 0.33 0.48 0.33
H -15.92959 19.69098 -4.44527 0.11 -0.05 -0.14 0.29
H -16.85187 18.33700 -5.12298 -0.07 -0.05 -0.08 0.28
H -16.55255 19.75305 -6.12963 -0.19 0.08 0.08 0.19
```
Forces are in eV/Å.

## Properties
* E: -1684.0453 Eh
* E_HOMO: -9.265 eV
* SMILES: CN(C)C=O.CN(C)C=O.CN(C)C=O.CN(C)C=O.CN(C)C=O.CN(C)C=O.CC(C)=O

Entry 3:
A 12-piece molecular cluster, C4H34N2O13 overall, computed with ωB97M-V/def2-TZVPD.

Geometry as XYZ:
```
53
Properties=species:S:1:pos:R:3:forces:R:3:mulliken_charge:R:1
N -0.91060 1.68925 -1.49323 -0.42 -0.02 0.32 -0.35
C 0.08951 0.79070 -0.91875 -0.26 0.59 1.54 -0.13
C -0.54585 -0.54415 -0.43845 0.64 1.07 -1.58 0.08
C -1.47443 -0.31353 0.76654 -1.44 0.31 -1.16 -0.43
O -2.41860 0.80167 0.60074 1.12 -0.32 -0.70 -0.70
N 0.47473 -1.52454 -0.16204 0.26 0.78 0.02 0.75
C 0.41519 -2.79370 -0.78761 -0.65 0.01 0.69 -0.84
O -0.79213 -3.54462 -0.47857 0.60 0.04 0.02 -0.70
H -1.09353 1.48525 -2.46561 0.04 -0.35 0.01 0.29
H -0.57666 2.63745 -1.46145 0.12 0.33 0.21 0.18
H 0.42038 1.29514 0.00268 0.27 0.06 -0.18 0.06
H 0.96456 0.65427 -1.54189 -0.04 -0.34 -0.14 -0.39
H -1.08074 -0.86610 -1.34117 -0.08 -0.20 0.62 0.50
H -0.91268 -0.12583 1.67155 0.13 -0.42 0.19 0.18
H -2.17175 -1.14835 0.77660 0.46 -0.52 0.82 0.39
H -1.97759 1.36589 -0.08725 -0.40 0.08 -0.17 0.41
H 0.85996 -1.45204 0.78047 -0.21 -0.72 -0.16 -0.17
H 1.22137 -3.37092 -0.34954 0.26 -0.30 -0.34 0.48
H 0.49042 -2.72255 -1.87265 0.07 0.05 -0.05 0.28
H -1.52422 -2.92331 -0.46155 -0.33 0.16 -0.28 0.36
O 0.65124 4.27913 -0.39871 0.14 -0.17 -0.25 -0.64
H 1.05605 4.24785 -1.27327 -0.13 0.22 -0.05 0.31
H 1.40779 4.05208 0.15929 0.07 -0.07 0.28 0.33
O -0.07527 -4.45721 1.98966 -0.20 0.66 0.46 -0.70
H 0.59359 -5.12549 1.85305 0.15 -0.06 -0.26 0.30
H -0.22504 -3.96812 1.15342 -0.13 -0.75 0.13 0.42
O -3.00420 -1.22803 -1.56752 -0.91 -0.13 -0.23 -0.60
H -3.12226 -0.39329 -1.08996 0.08 -0.09 -0.05 0.24
H -3.91520 -1.48830 -1.77046 0.23 -0.04 0.04 0.36
O 0.30242 0.87801 -3.89303 0.24 0.25 -0.40 -0.61
H 0.42880 1.66614 -4.42763 -0.22 0.08 -0.26 0.30
H 1.19883 0.69761 -3.59184 0.19 -0.58 0.11 0.31
O 3.17172 3.02419 0.45842 -0.81 1.63 -0.13 -0.66
H 3.79688 2.93754 1.18011 0.07 -0.90 -0.43 0.29
H 2.98149 2.26472 -0.08990 0.74 -0.78 0.58 0.34
O 1.46859 -1.79476 2.49645 0.14 -0.23 0.12 -0.67
H 0.73951 -2.30966 2.88011 0.33 0.17 -0.03 0.32
H 1.50294 -0.90247 2.87970 -0.38 -0.21 0.02 0.34
O -1.21975 2.33442 2.46350 -0.02 0.25 0.54 -0.69
H -1.57487 2.79195 1.68967 0.14 -0.21 0.12 0.31
H -1.96879 1.83927 2.82025 0.00 0.15 -0.25 0.33
O 2.81483 -0.63058 -2.51168 -0.30 0.58 0.21 -0.71
H 2.27700 -0.83064 -1.72773 -0.13 -0.41 -0.18 0.21
H 3.18415 0.20754 -2.19690 0.39 -0.23 -0.22 0.39
O -4.98221 -0.11978 0.71428 0.34 0.20 -0.29 -0.67
H -4.74003 -0.56460 1.53306 -0.07 0.01 -0.06 0.30
H -4.15369 0.34516 0.45299 -0.54 -0.24 0.54 0.41
O 1.15598 0.94083 2.49392 0.55 -0.76 -0.16 -0.50
H 1.80152 1.55609 2.84308 -0.19 0.34 0.11 0.25
H 0.26237 1.28067 2.64020 -0.06 0.72 -0.06 0.28
O 3.15485 -0.04881 0.24420 0.44 0.57 -0.11 -0.69
H 3.26529 -1.00376 0.18884 -0.21 0.06 0.21 0.36
H 2.30817 0.13236 0.66562 -0.10 -0.33 0.26 0.21
```
Forces are in eV/Å.

## Properties
* E: -1260.4201 Eh
* energy relative to the best compared isomer or geometry (same formula, charge and spin): 309.2 kJ/mol
* E_HOMO: -9.121 eV
* SMILES: NC[C@H](CO)NCO.O.O.O.O.O.O.O.O.O.O.O

> Which of these has the highest E?

C4H34N2O13

> E of number 2 (C21H48N6O7)?

-1684.0453 Eh

> Among the records above, which one has the lowest E?

C42H72N3OP4ReSi